Density functional theory data (ωB97M-V with the def2-TZVPD basis set) for 3 unconnected molecules or ions with the total composition C26H51ClO7Si.

The molar mass comes out at 539.23 g mol⁻¹. The calculated total energy comes out at -62522.656 eV. The structure (SMILES) is CC[C@H](Cl)[Si@@H](CC)CCCCCCCCCCCCOC.C[C@@H]1COC(=O)O1.C[C@@H]1COC(=O)O1.

Each line ends with the Löwdin charge.
Atoms and positions in Å:
Cl (0.152, 0.318, 0.812)  0.68
Si (2.371, -1.196, -0.453)  0.62
O (-4.155, 2.005, -5.230)  0.17
O (-3.714, 2.228, -7.433)  0.09
O (4.368, -1.386, 9.107)  0.06
O (-2.048, 2.304, -5.969)  0.04
O (4.936, 0.541, 8.160)  0.08
O (-0.825, 2.885, -1.652)  -0.19
O (6.469, -0.604, 9.356)  0.17
C (-2.060, -3.636, 0.096)  -0.21
C (-0.664, -4.174, -0.236)  -0.20
C (-3.388, 2.164, -6.123)  -0.56
C (-3.199, -0.834, 0.483)  -0.24
C (1.578, 0.054, 3.498)  -0.13
C (4.815, 0.103, -1.093)  -0.17
C (-2.571, 2.109, -9.564)  -0.02
C (-3.163, -1.838, 1.633)  -0.20
C (-3.837, 0.509, 0.837)  -0.21
C (-1.626, 2.437, -2.741)  -0.22
C (-2.386, 1.158, -2.427)  -0.18
C (3.152, -0.801, 8.633)  -0.09
C (2.427, -0.371, 2.305)  -0.32
C (-3.413, 1.632, -0.110)  -0.20
C (4.237, -1.227, -0.591)  -0.34
C (-1.436, 2.239, -7.260)  -0.09
C (3.651, 0.200, 7.606)  -0.33
C (1.939, 0.050, 0.907)  -0.70
C (5.372, -0.493, 8.919)  -0.56
C (-3.659, 1.344, -1.604)  -0.19
C (-2.563, 2.685, -8.175)  -0.32
C (0.448, 2.293, -1.624)  -0.17
C (2.817, 1.435, 7.407)  -0.02
C (0.265, -3.088, -0.827)  -0.26
C (1.583, -2.853, -0.061)  -0.28
C (-2.098, -2.929, 1.454)  -0.21
H (2.573, -1.453, 2.349)  0.09
H (-1.149, 1.204, -7.461)  0.14
H (-2.357, -2.938, -0.687)  0.09
H (2.513, -1.583, 8.233)  0.14
H (-4.927, 0.410, 0.869)  0.11
H (-2.612, 3.778, -8.198)  0.16
H (3.347, 2.152, 6.782)  0.09
H (3.420, 0.070, 2.413)  0.11
H (3.836, -0.307, 6.653)  0.15
H (2.303, -3.649, -0.270)  0.08
H (-1.741, 2.523, -10.138)  0.09
H (1.391, -2.902, 1.015)  0.07
H (-2.324, 3.246, -2.961)  0.13
H (-3.500, 2.364, -10.072)  0.09
H (-4.272, 0.448, -1.712)  0.10
H (-2.223, -3.693, 2.226)  0.11
H (4.649, -1.465, 0.393)  0.07
H (0.533, -0.216, 3.360)  0.04
H (0.965, 2.672, -0.744)  0.08
H (-0.294, -2.150, -0.889)  0.07
H (-2.348, 1.810, 0.046)  0.08
H (1.882, 1.172, 6.910)  0.09
H (-1.699, 0.496, -1.887)  0.10
H (2.590, 1.912, 8.361)  0.09
H (-2.931, -1.292, 2.551)  0.10
H (-2.475, 1.024, -9.533)  0.09
H (-0.203, -4.572, 0.674)  0.11
H (1.022, 2.554, -2.524)  0.09
H (-0.560, 2.880, -7.271)  0.14
H (-2.797, -4.443, 0.076)  0.11
H (-4.148, -2.285, 1.793)  0.11
H (-3.522, 0.784, 1.849)  0.11
H (0.518, -3.349, -1.856)  0.10
H (-4.243, 2.149, -2.055)  0.11
H (0.410, 1.200, -1.551)  0.01
H (2.655, -0.296, 9.465)  0.14
H (-3.702, -1.271, -0.380)  0.11
H (1.935, -0.446, 4.399)  0.06
H (-1.118, -2.474, 1.634)  0.09
H (1.828, -0.661, -1.729)  0.03
H (-0.743, -5.017, -0.923)  0.10
H (4.146, 0.627, -1.780)  0.05
H (-2.645, 0.664, -3.367)  0.10
H (5.016, 0.792, -0.272)  0.07
H (1.633, 1.129, 3.665)  0.08
H (5.757, -0.042, -1.621)  0.06
H (2.376, 1.015, 0.656)  0.06
H (-0.997, 2.293, -3.626)  0.10
H (4.536, -2.049, -1.246)  0.07
H (-3.909, 2.560, 0.179)  0.11
H (-2.174, -0.642, 0.163)  0.05

Force components x, y, z for each atom (eV/Å):
Cl -0.042 -0.308 0.407
Si 0.001 0.033 -0.082
O 0.045 0.022 -0.092
O -0.016 0.049 0.004
O 0.030 0.007 0.050
O 0.029 -0.045 0.009
O 0.035 -0.020 -0.027
O -0.058 0.120 0.022
O -0.081 0.003 -0.027
C -0.094 -0.016 0.001
C 0.105 0.049 0.076
C -0.043 -0.024 0.050
C 0.011 0.087 0.059
C 0.057 0.025 -0.001
C 0.121 0.132 -0.024
C 0.014 -0.038 0.005
C 0.054 -0.091 -0.035
C 0.030 -0.067 0.030
C 0.035 0.021 0.061
C 0.060 -0.232 0.026
C -0.013 0.097 0.044
C 0.029 -0.039 -0.018
C -0.044 -0.034 -0.052
C -0.007 -0.016 0.083
C -0.051 -0.083 -0.049
C 0.066 -0.133 -0.020
C 0.028 0.116 0.053
C 0.026 0.004 0.014
C -0.002 0.128 0.093
C -0.008 0.077 0.107
C 0.095 -0.075 -0.280
C -0.033 0.061 0.012
C 0.064 -0.079 0.058
C -0.149 0.024 0.011
C 0.038 0.023 0.010
H -0.104 -0.054 -0.041
H 0.048 0.017 -0.008
H 0.010 -0.028 -0.114
H 0.023 -0.008 -0.037
H -0.033 0.013 -0.033
H -0.022 -0.008 -0.055
H -0.006 -0.020 -0.025
H 0.109 -0.088 0.007
H -0.014 0.054 -0.026
H -0.026 -0.091 -0.015
H 0.009 -0.024 -0.012
H -0.008 0.038 0.030
H -0.023 0.019 -0.027
H 0.008 0.015 -0.009
H -0.060 -0.054 0.029
H 0.066 0.042 0.105
H 0.094 -0.083 0.005
H -0.025 -0.015 0.013
H 0.024 0.031 0.000
H 0.010 0.028 0.044
H 0.090 0.061 -0.030
H -0.017 0.011 0.016
H -0.027 -0.129 -0.081
H 0.010 -0.023 0.008
H 0.000 -0.036 0.074
H -0.010 0.002 -0.002
H -0.063 -0.055 0.022
H 0.015 0.072 -0.013
H -0.026 0.040 0.001
H 0.005 -0.002 0.033
H -0.058 -0.010 -0.087
H -0.050 0.017 0.030
H -0.046 0.071 -0.078
H -0.009 0.029 -0.029
H -0.048 0.214 -0.134
H -0.040 -0.035 -0.008
H -0.043 -0.007 -0.057
H 0.062 0.012 0.046
H 0.016 0.087 -0.057
H 0.009 -0.041 0.021
H 0.000 -0.005 -0.083
H -0.060 -0.078 -0.056
H 0.041 0.052 -0.031
H -0.044 -0.016 0.054
H -0.075 0.085 -0.029
H 0.038 -0.002 0.034
H -0.095 0.135 -0.013
H 0.028 0.027 0.051
H -0.054 -0.013 -0.042
H -0.061 0.017 0.052
H 0.100 -0.045 -0.023